(w)
C11H16N3O | ωB97M-V/def2-TZVPD

Calculated values
HOMO level (eV): -12.9
Frontier orbital gap (eV): 9.37

Geometry as ORCA input:
```
! wB97M-V def2-TZVPD RIJCOSX def2/J DEFGRID3
* xyz 1 1
C -2.007 -2.683 -0.676
C -1.756 -1.468 -0.238
N -2.174 -0.272 -0.927
C -2.243 0.872 -0.344
C -2.920 1.997 -1.047
C -1.936 1.137 1.095
C -1.074 0.098 1.684
C 0.057 -0.448 0.963
N 1.280 -0.428 0.595
C 1.791 -1.479 -0.250
C 2.709 -0.790 -1.343
O 3.701 0.007 -0.777
C 3.091 1.065 -0.067
C 2.292 0.534 1.179
N -0.988 -1.227 0.925
H -1.768 -3.505 0.007
H -2.221 -2.798 -1.720
H -3.881 2.255 -0.789
H -2.923 1.989 -2.095
H -2.527 2.959 -0.829
H -1.414 2.228 1.017
H -2.847 1.254 1.683
H -1.048 -0.111 2.791
H 0.788 -1.697 -0.841
H 2.191 -2.400 0.230
H 3.154 -1.647 -1.837
H 2.008 -0.105 -1.745
H 2.256 1.624 -0.653
H 3.845 1.754 0.316
H 2.938 0.054 1.993
H 1.626 1.230 1.701
*
```

***

(x)
C11H16N3O | ωB97M-V/def2-TZVPD

Calculated values
HOMO level (eV): -11.4
Frontier orbital gap (eV): 8.37

Geometry as ORCA input:
```
! wB97M-V def2-TZVPD RIJCOSX def2/J DEFGRID3
* xyz 1 1
C -4.927 0.497 -0.145
C -4.504 -0.509 -1.018
C -4.007 1.013 0.691
C -3.262 -0.987 -1.016
C -2.711 0.592 0.693
C -2.416 -0.498 -0.042
C 2.119 -0.728 -0.003
C 0.786 1.159 0.270
C -0.136 -0.733 0.856
C 3.208 -1.586 -0.562
C 2.941 1.567 -0.609
N 2.016 0.585 -0.011
N 1.085 -1.412 0.461
N -1.090 -1.031 -0.017
O -0.382 -0.723 2.253
H -6.025 0.699 -0.008
H -5.105 -0.609 -1.847
H -4.322 1.861 1.355
H -2.918 -1.674 -1.790
H -1.950 1.071 1.288
H 0.160 1.433 -0.511
H 0.846 1.849 1.071
H 2.618 -2.098 -1.289
H 3.492 -2.299 0.120
H 3.953 -0.906 -0.925
H 3.941 1.264 -0.408
H 2.875 1.726 -1.595
H 2.810 2.443 -0.120
H 1.315 -2.054 1.234
H -0.831 -1.317 -0.941
H -1.051 -0.067 2.584
*
```

***

How do the energies compare? Relative to the most stable structure, in kcal/mol: (w) 36.7; (x) 0.0.

***

(w)
C7H16N | ωB97M-V/def2-TZVPD

Calculated values
HOMO level (eV): -13.8
Frontier orbital gap (eV): 8.31

Geometry as ORCA input:
```
! wB97M-V def2-TZVPD RIJCOSX def2/J DEFGRID3
* xyz 1 1
C 1.889 0.681 -1.142
C -1.496 -0.392 0.410
C 3.361 0.754 -0.921
C 1.380 0.996 -2.507
C -1.391 -1.684 -0.228
C -2.760 -0.118 2.471
C -1.343 -0.155 1.830
N 1.057 0.349 -0.235
H 3.604 1.069 0.092
H 3.829 1.425 -1.636
H 3.775 -0.245 -1.070
H 0.835 1.939 -2.473
H 0.690 0.229 -2.848
H 2.191 1.086 -3.221
H -0.812 -2.413 0.335
H -1.036 -1.602 -1.255
H -2.416 -2.071 -0.331
H -3.226 -1.097 2.415
H -3.395 0.619 1.988
H -2.648 0.152 3.517
H -0.758 -0.930 2.323
H -0.911 0.832 1.999
H 1.456 0.153 0.680
H -1.877 0.424 -0.194
*
```

***

(x)
C7H16N | ωB97M-V/def2-TZVPD

Calculated values
HOMO level (eV): -12.0
Frontier orbital gap (eV): 8.35

Geometry as ORCA input:
```
! wB97M-V def2-TZVPD RIJCOSX def2/J DEFGRID3
* xyz 1 1
C 2.294 0.000 2.676
C 1.005 0.285 1.921
C 1.009 0.316 0.593
C 2.167 0.469 -0.314
C -0.324 0.445 -0.113
C -0.611 -0.541 -1.231
C -2.030 -1.086 -1.231
N -2.929 0.098 -1.760
H 2.865 -0.886 2.404
H 2.916 0.893 2.691
H 2.053 -0.104 3.741
H 0.135 0.196 2.550
H 2.077 -0.164 -1.215
H 3.181 0.333 0.067
H 2.196 1.452 -0.805
H -1.052 0.342 0.704
H -0.417 1.465 -0.525
H -0.355 -0.057 -2.187
H 0.024 -1.436 -1.330
H -2.177 -1.857 -1.989
H -2.419 -1.354 -0.252
H -3.318 0.636 -0.984
H -3.769 -0.281 -2.198
H -2.356 0.616 -2.416
*
```

***

How do the energies compare? Relative to the most stable structure, in kcal/mol: (w) 16.1; (x) 0.0.

***

(w)
C7H16N | ωB97M-V/def2-TZVPD

Calculated values
HOMO level (eV): -13.2
Frontier orbital gap (eV): 9.85

Geometry as ORCA input:
```
! wB97M-V def2-TZVPD RIJCOSX def2/J DEFGRID3
* xyz 1 1
C -0.063 1.741 -1.116
C -0.797 0.730 -1.598
C -0.342 -0.652 -2.116
C -0.632 3.016 -0.602
H 1.029 1.691 -1.075
H -1.863 0.910 -1.658
H -0.828 -1.451 -1.578
H -0.710 -0.714 -3.171
H 0.780 -0.751 -2.162
H -1.732 2.949 -0.593
H -0.297 3.885 -1.193
H -0.275 3.275 0.410
C -0.065 -1.301 2.622
C 0.475 -1.425 1.260
C 0.590 -2.544 0.498
N 0.955 -0.126 0.764
H -0.241 -2.275 2.978
H 0.665 -0.774 3.371
H -1.015 -0.724 2.598
H 0.840 -2.568 -0.554
H 0.356 -3.464 1.002
H 1.748 0.252 1.302
H 0.196 0.562 0.828
H 1.224 -0.240 -0.216
*
```

***

(x)
C7H16N | ωB97M-V/def2-TZVPD

Calculated values
HOMO level (eV): -13.4
Frontier orbital gap (eV): 9.78

Geometry as ORCA input:
```
! wB97M-V def2-TZVPD RIJCOSX def2/J DEFGRID3
* xyz 1 1
C 0.608 1.551 0.509
C 0.542 0.134 0.488
C -0.560 0.906 1.077
C -0.802 0.821 2.635
C 1.072 -0.281 -2.472
C 0.715 -2.320 -1.020
C 0.292 -0.862 -1.300
N -1.844 1.151 0.416
H 1.264 2.121 1.153
H 0.512 2.071 -0.470
H 1.000 -0.495 1.189
H -1.747 1.286 2.992
H 0.024 1.360 3.077
H -0.696 -0.146 3.051
H 0.721 0.683 -2.764
H 1.085 -0.948 -3.304
H 2.143 -0.182 -2.227
H 0.146 -2.733 -0.196
H 1.748 -2.415 -0.854
H 0.458 -2.852 -1.975
H -0.770 -0.910 -1.333
H -2.607 0.590 1.010
H -1.791 1.004 -0.554
H -2.084 2.222 0.530
*
```

***

How do the energies compare? Relative to the most stable structure, in kcal/mol: (w) 0.0; (x) 36.5.

***

(w)
C3H4N2S | ωB97M-V/def2-TZVPD

Calculated values
HOMO level (eV): -9.3
Frontier orbital gap (eV): 9.80

Geometry as ORCA input:
```
! wB97M-V def2-TZVPD RIJCOSX def2/J DEFGRID3
* xyz 0 1
N -2.593 0.106 -0.521
C -1.711 -0.321 0.080
N -0.629 -0.735 0.747
C 0.627 -0.143 0.457
C 0.901 0.353 -0.913
S 0.745 1.652 0.314
H -0.779 -0.942 1.729
H 1.443 -0.520 1.058
H 1.897 0.275 -1.318
H 0.100 0.274 -1.635
*
```

***

(x)
C3H4N2S | ωB97M-V/def2-TZVPD

Calculated values
HOMO level (alpha / beta) (eV): -8.0 / -7.2
Frontier orbital gap (alpha / beta) (eV): 8.27 / 6.47

Geometry as ORCA input:
```
! wB97M-V def2-TZVPD RIJCOSX def2/J DEFGRID3
* xyz 0 1
C 0.635 -0.863 0.251
C -0.830 -1.250 -0.128
C 1.183 0.341 0.158
N -1.885 -0.626 -0.142
N 0.972 1.660 -0.060
S -2.663 0.672 0.009
H 1.217 -1.753 0.448
H -0.745 -2.307 -0.203
H 0.464 2.354 0.501
H 1.651 1.773 -0.834
*
```

***

How do the energies compare? Relative to the most stable structure, in kcal/mol: (w) 0.0; (x) 85.2.